Record 1
Density functional theory data (wB97M-V/def2-TZVPD) for the molecule C6H9NO in a non-equilibrium geometry.

Results
- relative energy (zero: lowest compared OMol25 entry of this formula, charge and spin) (kJ/mol) = 682.2
- LUMO energy (eV) = 1.02
- E (eV) = -9898.5337

Geometry as XYZ:
```
17
Properties=species:S:1:pos:R:3:forces:R:3
H 0.546541 0.017757 -2.722063 -0.153 0.561 -0.195
C -0.100421 0.928006 1.232556 1.442 -1.511 1.493
H -1.882750 1.790317 0.980961 -1.111 0.571 0.450
C -1.049484 1.406053 0.476353 0.160 0.238 -2.758
H -0.846785 -1.205434 -3.057249 0.981 0.417 -0.123
C -0.244767 -0.604220 -2.345067 0.446 -3.521 -0.851
H 1.982961 -0.268011 3.358774 0.360 0.134 0.155
H 0.379711 -0.703065 3.578167 -0.980 -1.053 0.175
C -1.062802 1.293033 -1.043865 -1.446 0.267 1.167
H 1.428657 -1.273274 2.122587 -0.353 -1.738 -0.484
C 1.093000 -0.546329 2.806396 1.257 1.479 0.356
N 0.718261 0.573625 2.033792 -0.705 2.076 -0.973
O -1.159944 -0.129313 -1.443409 -1.802 2.718 1.539
H -0.265292 1.722587 -1.617917 0.891 0.044 0.204
C -0.059393 -1.095844 -0.912543 -0.395 -0.817 -0.045
H -0.762793 -1.961622 -0.697422 1.020 0.508 -0.566
H -1.978436 1.765180 -1.461848 0.389 -0.374 0.456
```
Forces are in eV/Å.

***

Record 2
Density functional theory data (wB97M-V/def2-TZVPD) for a cluster of 2 separate species, C6H13NO5 in total in a non-equilibrium geometry.

Results
- relative energy (zero: lowest compared OMol25 entry of this formula, charge and spin) (kJ/mol) = 443.8
- LUMO energy (eV) = 0.40
- E (eV) = -18155.3730

Geometry as XYZ:
```
25
Properties=species:S:1:pos:R:3:forces:R:3
H 0.297308 0.663237 -2.471161 0.478 0.782 2.021
H -2.219409 -1.549483 0.671729 0.470 -0.991 -2.060
O 1.665712 -2.491175 0.799369 -1.186 2.216 0.651
C -1.337881 0.349980 -0.620955 -4.701 0.482 -1.280
H -0.118276 0.604714 2.546079 0.457 1.227 -2.456
O -1.789359 -1.786070 -0.224428 -2.717 -1.855 3.265
N -0.166588 0.681269 1.477809 -0.558 -2.821 2.938
H 1.676190 -0.740030 -0.546647 0.637 -0.660 2.731
H 1.779768 2.097820 -0.679397 0.759 -2.341 4.994
H -0.227890 -1.394883 1.826404 0.365 0.583 -1.391
C -0.738633 -0.932075 -0.275031 2.026 -0.291 -2.740
O 1.764230 1.601290 0.618827 -1.188 3.321 -6.189
C -0.371242 1.397392 -0.743725 1.974 1.346 0.490
H -0.649957 2.342406 -1.116568 -1.321 1.068 -0.535
C 0.068335 -0.720205 0.951500 1.997 0.359 2.194
C 0.320370 1.701012 0.642273 0.862 -1.044 1.113
H -0.097450 -1.281620 -1.179344 -0.957 0.358 1.690
H 2.246498 -0.409749 1.295325 -0.413 -1.258 -1.020
H 0.060272 2.689599 1.003073 -0.350 0.157 0.097
C 1.600604 -1.034825 0.604504 -1.639 0.183 -0.511
H -2.634088 -0.735548 -1.676814 1.142 2.040 -0.589
O 0.641900 0.930687 -1.552359 1.508 -0.662 -3.843
O -2.169190 0.152140 -1.895544 0.581 -1.118 2.380
H 2.411371 -2.740192 0.312828 1.761 -0.991 -1.039
H -2.012595 0.604313 0.232255 0.012 -0.090 -0.912
```
Forces are in eV/Å.

***

Record 3
Density functional theory data (wB97M-V/def2-TZVPD) for the molecule C5H7NO in a non-equilibrium geometry.

Results
- relative energy (zero: lowest compared OMol25 entry of this formula, charge and spin) (kJ/mol) = 60.0
- LUMO energy (eV) = 0.85
- SMILES = O=C1CC=CCN1
- E (eV) = -8835.5815

Geometry as XYZ:
```
14
Properties=species:S:1:pos:R:3:forces:R:3
C -0.758064 -1.130862 -0.088200 -0.054 -0.475 -0.060
H 1.960802 -0.318482 1.125508 -0.301 0.097 -0.059
H 2.314203 -0.089817 -0.565797 -0.244 0.058 0.109
H 1.028457 -2.224662 -0.351939 -0.294 -0.387 0.197
H -2.212783 0.140823 0.824970 -0.216 -0.192 -0.009
C 0.727973 1.098262 0.063886 1.226 1.938 -0.935
C 0.562656 -1.268256 -0.165116 -0.390 -0.849 0.410
H -1.348654 -2.031788 -0.014215 -0.277 -0.068 -0.563
C -1.515942 0.162252 -0.014878 -0.221 -0.289 0.427
H -2.115903 0.303948 -0.931887 0.192 -0.159 0.217
H -0.921080 2.216406 0.047256 0.161 -0.356 -0.127
N -0.611089 1.257146 0.165604 0.142 -0.392 0.318
C 1.484157 -0.175691 0.145361 -0.107 -0.255 -0.193
O 1.405264 2.060715 -0.240556 0.382 1.330 0.268
```
Forces are in eV/Å.

***

Record 4
Density functional theory data (wB97M-V/def2-TZVPD) for a structure of composition H8NaO4.

Results
- relative energy (zero: lowest compared OMol25 entry of this formula, charge and spin) (kJ/mol) = 11.4
- LUMO energy (eV) = -3.46
- net charge = +1
- E (eV) = -12732.6287

Geometry as XYZ:
```
13
Properties=species:S:1:pos:R:3:forces:R:3
H 1.812434 0.408778 -1.864945 0.315 0.064 0.140
O 1.223187 -0.099124 2.141847 0.079 0.043 -0.402
H 1.787005 0.599395 1.778738 -0.038 -0.122 0.192
H 1.777274 -0.565139 2.781178 -0.136 0.058 -0.067
Na -0.076018 -0.548921 -0.021212 0.083 0.269 0.358
H 2.885590 -0.361828 -1.074308 -0.128 0.124 0.014
H -1.766197 -2.085514 -2.128152 0.035 0.140 0.085
O -1.649704 -1.253517 -1.649687 -0.038 0.031 0.082
H -2.467100 1.204831 0.512171 0.083 0.185 0.117
H -1.593168 1.927406 1.542888 0.101 -0.117 -0.098
H -2.463521 -0.756405 -1.805213 0.125 -0.117 -0.061
O 2.077315 0.158523 -0.967298 -0.398 -0.220 -0.203
O -1.547098 1.371515 0.753994 -0.082 -0.337 -0.158
```
Forces are in eV/Å.

***

Record 5
Density functional theory data (wB97M-V/def2-TZVPD) for the molecule C3H4N2O in a non-equilibrium geometry.

Results
- relative energy (zero: lowest compared OMol25 entry of this formula, charge and spin) (kJ/mol) = 417.5
- LUMO energy (spin up / spin down) (eV) = -0.32 / -0.28
- E (eV) = -8199.5583

Geometry as XYZ:
```
10
Properties=species:S:1:pos:R:3:forces:R:3
H 0.624112 1.986085 -1.047513 -0.446 0.458 0.456
C 0.625356 0.173114 0.056962 -0.104 -0.174 -0.067
C -0.002332 1.357621 -0.403104 -0.312 -0.555 0.048
O 1.968395 0.002174 -0.014090 0.470 -0.225 0.009
H -2.210090 -1.115532 0.555587 -0.160 1.282 -0.025
N -1.273850 1.499106 -0.280658 -0.148 -1.991 -0.089
H -0.003935 -1.719841 0.860584 -0.263 0.078 -0.103
N -1.552350 -0.467391 0.089918 0.419 0.779 -0.044
C -0.301716 -0.785692 0.381646 0.270 0.228 -0.120
H 2.126414 -0.929646 -0.199332 0.275 0.120 -0.066
```
Forces are in eV/Å.

***

Record 6
Density functional theory data (wB97M-V/def2-TZVPD) for the molecule C6H7NSe in a non-equilibrium geometry.

Results
- relative energy (zero: lowest compared OMol25 entry of this formula, charge and spin) (kJ/mol) = 307.0
- LUMO energy (eV) = 0.35
- E (eV) = -73165.9114

Geometry as XYZ:
```
15
Properties=species:S:1:pos:R:3:forces:R:3
C 0.327597 -0.416025 -0.589828 1.568 -3.103 -4.567
C -0.298758 0.100802 1.380999 -1.930 0.676 2.643
H -4.003881 -0.094291 0.586653 -0.019 0.510 -0.454
H 0.032717 2.014942 0.913126 0.352 2.400 0.686
C -0.498112 1.266650 0.430142 -2.036 -0.303 0.063
H 0.582011 -1.139236 -1.392328 0.302 0.415 0.274
H 1.022377 -2.641483 1.959779 -0.586 0.889 0.188
H 1.209772 -2.481192 0.261408 0.152 -0.646 0.877
H -0.738407 0.117123 2.400940 0.701 0.165 -0.793
C -2.003639 1.246864 0.487439 1.884 2.508 3.226
C 0.197839 -0.934638 0.731766 1.238 0.217 1.542
C 0.033284 0.854345 -0.861639 0.975 -0.838 1.114
Se -2.896333 0.101759 -0.401488 -1.769 -2.545 -1.914
N 0.802781 -2.125642 1.123737 -0.171 -0.056 -2.888
H 0.334606 1.465515 -1.705737 -0.660 -0.290 0.001
```
Forces are in eV/Å.